1.
The following is a DFT calculation (wB97M-V/def2-TZVPD) of a 15-piece molecular cluster, C45H126N6O21 overall at a distorted geometry.

Output
2S+1: 1
Max |F|, eV/Å: 2.11
ΔE to the lowest compared entry with this formula, charge and spin, kcal per mole: 0.00
Frontier orbital gap, eV: 8.9
Highest occupied orbital energy, eV: -8.51
E, Ha: -3698.20602

Last column: Löwdin charge in e.
CARTESIAN COORDINATES (ANGSTROEM)
C1 1.11786 -4.07235 -6.51371  -0.092
O1 2.27168 -3.25116 -6.67646  -0.193
C2 2.09276 -1.88539 -6.33212  -0.208
C3 2.05000 -1.66580 -4.82331  -0.173
N1 1.40993 -0.39509 -4.40107  -0.032
C4 2.11852 0.79173 -4.88806  -0.170
C5 1.60800 2.09192 -4.20228  -0.151
O2 1.96193 2.16605 -2.80525  -0.221
C6 3.15253 2.82965 -2.51112  -0.096
H1 0.25491 -3.59735 -6.98708  0.081
H2 0.96561 -4.27670 -5.45437  0.059
H3 1.26198 -4.98836 -7.08611  0.088
H4 1.23591 -1.48641 -6.88348  0.126
H5 2.96309 -1.36717 -6.73698  0.119
H6 3.08410 -1.71581 -4.46590  0.103
H7 1.54354 -2.48457 -4.30930  0.099
H8 1.35972 -0.34390 -3.39088  0.072
H9 2.05270 0.83258 -5.97594  0.123
H10 3.18992 0.77762 -4.65854  0.090
H11 0.53559 2.23476 -4.34423  0.117
H12 1.99313 2.96469 -4.73696  0.119
H13 3.19856 3.90495 -2.70067  0.096
H14 4.02620 2.32065 -2.92525  0.066
H15 3.20960 2.71819 -1.42512  0.083
C7 -10.03628 -5.24539 3.13218  -0.118
O3 -8.67625 -5.32789 2.75121  -0.177
C8 -7.89451 -4.20889 3.12474  -0.229
C9 -6.40879 -4.52000 3.26236  -0.227
N2 -5.62687 -3.39495 3.74344  -0.057
C10 -4.20347 -3.75198 3.79288  -0.212
C11 -3.39853 -2.49351 4.04263  -0.206
O4 -3.37853 -1.67707 2.86852  -0.203
C12 -2.48767 -0.60658 2.75177  -0.104
H16 -10.21210 -5.10812 4.20165  0.085
H17 -10.50198 -6.18447 2.83650  0.085
H18 -10.56099 -4.43862 2.61318  0.085
H19 -8.28194 -3.60451 3.94874  0.122
H20 -7.90163 -3.48627 2.29810  0.121
H21 -6.05420 -4.78824 2.25770  0.116
H22 -6.13433 -5.39541 3.85579  0.122
H23 -5.70474 -2.68104 3.02594  0.107
H24 -3.88486 -4.17130 2.83280  0.094
H25 -3.95978 -4.45973 4.58532  0.125
H26 -2.37356 -2.70388 4.36298  0.118
H27 -3.83742 -1.97878 4.90255  0.122
H28 -2.71251 -0.06979 1.82833  0.076
H29 -1.43651 -0.89781 2.69125  0.080
H30 -2.66725 0.17576 3.49644  0.082
C13 3.27817 -5.55997 -3.44817  -0.110
O5 3.02563 -5.23886 -2.10420  -0.189
C14 4.09461 -4.52485 -1.55129  -0.222
C15 4.15366 -4.72874 0.00864  -0.157
N3 4.23743 -3.40255 0.63291  -0.059
C16 5.61918 -2.91858 0.51526  -0.183
C17 6.61141 -3.52118 1.55163  -0.230
O6 6.37785 -2.92696 2.80448  -0.188
C18 7.40817 -3.00092 3.76680  -0.108
H31 2.53991 -6.27795 -3.81154  0.089
H32 4.21751 -6.07963 -3.65490  0.091
H33 3.19803 -4.66297 -4.06856  0.082
H34 3.92870 -3.46331 -1.75891  0.090
H35 5.07709 -4.77525 -1.96019  0.117
H36 5.01161 -5.34092 0.29423  0.101
H37 3.22915 -5.22128 0.30999  0.115
H38 4.01788 -3.46439 1.61980  0.098
H39 5.77892 -1.84615 0.65347  0.120
H40 6.02895 -3.03764 -0.48885  0.112
H41 7.64036 -3.32990 1.22495  0.117
H42 6.60714 -4.61602 1.59367  0.113
H43 7.22215 -2.25272 4.53488  0.088
H44 8.42360 -2.89067 3.37809  0.084
H45 7.41476 -3.97041 4.27523  0.083
C19 -2.96664 3.08931 2.23788  -0.089
O7 -2.35506 2.67698 1.01575  -0.185
C20 -1.13197 3.33539 0.76745  -0.216
C21 -0.59414 2.83861 -0.57832  -0.165
N4 0.22055 1.63553 -0.55864  -0.046
C22 -0.54158 0.39499 -0.52100  -0.162
C23 0.43357 -0.78342 -0.38122  -0.164
O8 1.32976 -0.58226 -1.45702  -0.218
C24 2.48265 -1.37393 -1.41090  -0.100
H46 -2.54409 2.64680 3.14152  0.066
H47 -4.05383 3.04306 2.20880  0.070
H48 -2.80436 4.16657 2.36405  0.081
H49 -0.41864 3.18642 1.58413  0.112
H50 -1.27795 4.41264 0.63127  0.091
H51 0.02926 3.63003 -0.99856  0.115
H52 -1.47431 2.72467 -1.22066  0.119
H53 0.88151 1.53731 -1.32670  0.075
H54 -1.17183 0.27187 -1.40580  0.106
H55 -1.18447 0.33836 0.35850  0.094
H56 -0.06020 -1.74261 -0.57163  0.084
H57 0.92712 -0.85071 0.59141  0.105
H58 2.29732 -2.39168 -1.77342  0.066
H59 2.91380 -1.51568 -0.41599  0.076
H60 3.26039 -0.93991 -2.04037  0.084
C25 -1.58603 -5.97207 1.59251  -0.093
O9 -0.25892 -5.49326 1.69272  -0.188
C26 -0.02414 -4.24855 1.02677  -0.194
C27 0.10732 -4.35226 -0.47478  -0.191
N5 -1.11346 -4.30116 -1.29253  -0.055
C28 -0.82780 -3.81682 -2.65084  -0.180
C29 -2.07571 -3.76739 -3.52909  -0.201
O10 -1.67269 -3.27535 -4.79356  -0.207
C30 -2.68602 -3.31614 -5.76046  -0.115
H61 -2.33048 -5.23775 1.90158  0.068
H62 -1.68755 -6.87368 2.19686  0.091
H63 -1.72957 -6.34395 0.57352  0.079
H64 0.88767 -3.81930 1.43661  0.102
H65 -0.88020 -3.62495 1.30632  0.118
H66 0.69185 -5.23442 -0.75122  0.126
H67 0.74796 -3.51105 -0.75304  0.088
H68 -1.46211 -5.24348 -1.41882  0.111
H69 -0.07061 -4.44824 -3.12766  0.119
H70 -0.39127 -2.81843 -2.58142  0.111
H71 -2.82099 -3.07324 -3.13058  0.113
H72 -2.55584 -4.74522 -3.63939  0.126
H73 -3.49187 -2.61897 -5.52314  0.086
H74 -3.05481 -4.33121 -5.94430  0.088
H75 -2.27484 -3.08234 -6.74365  0.085
C31 5.30503 7.38432 2.30959  -0.132
O11 4.04526 6.89161 2.64284  -0.188
C32 3.47145 6.07727 1.62003  -0.179
C33 2.03022 5.79890 2.06309  -0.206
N6 1.16953 6.95819 2.07835  -0.077
C34 -0.19126 6.77432 2.52091  -0.196
C35 -0.35293 6.83698 4.03955  -0.213
O12 0.28232 8.03216 4.45798  -0.171
C36 0.42579 8.17873 5.85108  -0.112
H76 6.05250 6.58144 2.29511  0.088
H77 5.72087 7.90420 3.17699  0.086
H78 5.27061 8.02310 1.42636  0.092
H79 3.96910 5.10961 1.51835  0.124
H80 3.50839 6.60496 0.66426  0.126
H81 1.89522 5.24358 2.99768  0.113
H82 1.64614 5.09918 1.31116  0.109
H83 1.60278 7.72658 2.57357  0.118
H84 -0.51831 5.80536 2.13490  0.098
H85 -0.81833 7.52464 2.03501  0.116
H86 0.07554 5.92393 4.46749  0.115
H87 -1.41198 6.70761 4.28548  0.122
H88 0.62697 9.22530 6.09101  0.084
H89 1.27228 7.66352 6.31117  0.089
H90 -0.48750 7.97110 6.41371  0.086
C37 -0.13419 2.31124 4.83858  -0.179
O13 0.85061 2.72337 5.75705  -0.109
H91 0.18456 1.37039 4.38382  0.066
H92 -1.10000 2.17678 5.33361  0.078
H93 -0.27333 3.03001 4.03104  0.057
H94 1.08093 1.95843 6.28957  0.079
C38 -2.13290 0.07678 -4.21964  -0.133
O14 -1.29437 0.35070 -5.36943  -0.153
H95 -3.06388 -0.39169 -4.54386  0.065
H96 -1.59272 -0.63821 -3.59980  0.062
H97 -2.38453 1.03501 -3.76436  0.073
H98 -0.46963 -0.04048 -5.04571  0.008
C39 -4.03369 4.89059 -2.03648  -0.171
O15 -5.18910 4.37744 -2.68612  -0.118
H99 -3.10858 4.80116 -2.60912  0.074
H100 -4.16798 5.96158 -1.85514  0.073
H101 -3.90541 4.45895 -1.04502  0.067
H102 -5.33037 4.87387 -3.49564  0.073
C40 5.69106 -0.19666 -3.75082  -0.178
O16 5.48665 -0.22276 -5.13588  -0.113
H103 6.75473 -0.08099 -3.51964  0.080
H104 5.13006 0.56969 -3.21436  0.054
H105 5.43354 -1.17166 -3.33378  0.069
H106 5.48781 0.68647 -5.44728  0.081
C41 2.49752 2.02123 2.41249  -0.165
O17 2.78140 1.89778 1.04064  -0.130
H107 3.15178 1.48663 3.10543  0.086
H108 2.39105 3.04881 2.76095  0.059
H109 1.59511 1.41998 2.57152  0.043
H110 1.96575 1.81019 0.53124  0.025
C42 -3.80554 -2.21026 -0.54609  -0.145
O18 -2.44539 -1.86084 -0.70705  -0.152
H111 -4.02852 -3.20214 -0.94821  0.074
H112 -4.08226 -2.06827 0.50013  0.059
H113 -4.46767 -1.58845 -1.15482  0.078
H114 -1.93475 -2.68934 -0.72621  0.017
C43 -0.74362 7.04505 -0.93296  -0.175
O19 0.49962 6.41442 -0.70410  -0.137
H115 -0.73674 8.08802 -0.60080  0.079
H116 -1.01464 7.13961 -1.98465  0.075
H117 -1.53504 6.52402 -0.38723  0.058
H118 0.78545 6.69003 0.18342  0.018
C44 1.73757 -1.57221 2.93168  -0.167
O20 2.41151 -1.71565 4.17043  -0.108
H119 1.32270 -0.56824 3.03500  0.054
H120 2.27336 -1.79110 2.00793  0.060
H121 0.82528 -2.17557 2.98934  0.066
H122 2.54461 -2.64460 4.37641  0.075
C45 -6.90790 3.39313 0.74475  -0.130
O21 -7.56233 3.74172 1.98289  -0.139
H123 -7.47918 2.74096 0.09071  0.082
H124 -6.75580 4.37330 0.29010  0.074
H125 -5.93887 2.94063 0.95825  0.055
H126 -6.95500 4.12302 2.61841  0.061


2.
The following is a DFT calculation (wB97M-V/def2-TZVPD) of C45H24Cl4MnN5S as an isolated structure.

Output
2S+1: 5
Max |F|, eV/Å: 0.31
Expectation value of S²: 6.047
Frontier orbital gap (alpha / beta), eV: 5.8 / 5.8
Highest occupied orbital energy (alpha / beta), eV: -7.47 / -7.65
E, Ha: -5393.10256

Last column: Mulliken spin population.
CARTESIAN COORDINATES (ANGSTROEM)
Mn1 0.01294 -0.01751 0.07173  3.978
Cl1 -5.33148 -5.83975 5.26821  0.000
C1 -4.32334 -4.79837 4.31434  0.001
C2 -2.96668 -5.05651 4.22175  0.000
C3 -2.16540 -4.22279 3.45538  0.001
C4 -2.70488 -3.13229 2.77826  -0.001
C5 -4.07403 -2.89058 2.89457  0.001
C6 -4.88595 -3.71749 3.65510  0.000
C7 -1.86819 -2.21435 1.95463  -0.013
C8 -1.73194 -0.89534 2.39135  0.020
C9 -2.12960 -0.44015 3.68774  0.008
C10 -1.69231 0.83577 3.81762  0.002
C11 -1.07539 1.19700 2.57952  -0.019
C12 -0.63689 2.47467 2.24845  0.060
C13 -0.66667 3.54525 3.28569  0.004
C14 0.53208 4.10087 3.72995  0.000
C15 0.54046 5.10056 4.69124  0.000
C16 -0.66246 5.55175 5.20914  0.000
Cl2 -0.66170 6.80094 6.41464  0.000
C17 -1.86662 5.01990 4.77937  0.000
C18 -1.86236 4.01825 3.81979  0.001
C19 -0.22755 2.82522 0.96819  -0.043
N1 -0.01362 1.96472 -0.07573  -0.110
C20 0.31506 2.73747 -1.15660  0.044
C21 0.75474 2.26347 -2.38755  -0.028
C22 1.13312 3.25270 -3.43833  -0.008
C23 0.29687 3.48287 -4.52535  -0.003
C24 0.64198 4.40343 -5.50447  0.000
C25 1.83681 5.09407 -5.39239  0.000
Cl3 2.27425 6.24910 -6.61243  0.000
C26 2.69055 4.87313 -4.32314  0.000
C27 2.33328 3.95217 -3.35014  -0.002
C28 0.94877 0.92165 -2.65231  0.046
C29 1.61552 0.42008 -3.81964  -0.003
C30 1.75999 -0.91050 -3.65111  0.011
C31 1.13525 -1.24491 -2.40397  -0.053
N2 0.63794 -0.11451 -1.81182  0.013
C32 0.99735 -2.53493 -1.92836  0.075
C33 0.20040 -2.85722 -0.83801  -0.059
C34 -0.23740 -4.18767 -0.53501  0.006
C35 -1.13936 -4.08819 0.46824  0.004
C36 -1.19676 -2.70643 0.84868  0.017
N3 -0.39566 -1.96924 0.01388  -0.088
C37 1.69347 -3.63614 -2.65720  -0.004
C38 3.02571 -3.90211 -2.35079  0.000
C39 3.70973 -4.91392 -3.00863  0.000
C40 3.05353 -5.65877 -3.97609  0.000
Cl4 3.90279 -6.93029 -4.80102  0.000
C41 1.73170 -5.40256 -4.30048  0.000
C42 1.05719 -4.38652 -3.63851  0.000
C43 0.25178 4.12296 -0.79673  -0.002
C44 -0.05737 4.17656 0.51941  0.013
N4 -1.08929 0.11684 1.72858  -0.017
H1 -2.54006 -5.89923 4.74918  0.000
H2 -1.09949 -4.41284 3.40166  0.000
H3 -4.51086 -2.04946 2.36912  0.000
H4 -5.94861 -3.52928 3.73194  0.000
H5 -2.63543 -1.03870 4.42795  0.001
H6 -1.77458 1.47579 4.68161  0.000
H7 1.46866 3.73559 3.32338  0.000
H8 1.47208 5.52475 5.04102  0.000
H9 -2.79705 5.39124 5.18753  0.000
H10 -2.80239 3.60793 3.46859  0.000
H11 -0.63545 2.93583 -4.60874  0.000
H12 -0.00813 4.58368 -6.35029  0.000
H13 3.62697 5.41065 -4.25959  0.000
H14 3.00048 3.76187 -2.51667  0.000
H15 1.96119 1.03031 -4.63948  0.000
H16 2.24578 -1.62179 -4.30070  0.001
H17 0.08567 -5.07537 -1.05649  0.000
H18 -1.70418 -4.88738 0.92146  0.001
H19 3.53393 -3.29336 -1.61045  0.000
H20 4.74638 -5.12011 -2.77721  0.000
H21 1.24029 -5.98953 -5.06551  0.000
H22 0.02291 -4.17676 -3.88796  0.000
H23 0.42738 4.94348 -1.47490  0.000
H24 -0.19046 5.05073 1.13647  0.000
S1 2.25101 -0.12679 1.26589  0.119
C45 3.23166 -0.42736 -0.05988  -0.004
N5 3.91196 -0.63630 -0.97752  0.029